Entry from the OMol25 dataset: a structure of composition C5H14AlClZr at a distorted geometry (ωB97M-V/def2-TZVPD).

Values from the calculation:
Gap between HOMO and LUMO = 5.2 eV
Energy relative to the best compared isomer or geometry (same formula, charge and spin) = 29.2 kJ/mol
E_tot = -948.44206 hartree
F_max = 2.6 eV/A
LUMO = -2.09 eV
HOMO level = -7.3 eV

```
! wB97M-V def2-TZVPD RIJCOSX def2/J DEFGRID3
* xyz 0 1
Al 0.00 -0.61 1.94
Cl -0.34 1.35 0.70
C -1.86 -1.28 2.25
H -1.83 -2.13 2.97
H -2.22 -1.63 1.27
H -2.58 -0.51 2.57
Zr 0.38 0.00 -1.28
C -1.23 0.90 -2.46
C 1.94 1.38 -1.99
C 0.80 -1.96 -2.08
H 2.92 1.27 -1.52
H 2.01 1.11 -3.05
H 1.66 2.44 -2.01
H -2.21 0.45 -2.31
H -1.32 1.98 -2.38
H -0.91 0.72 -3.49
H 0.06 -2.64 -2.52
H 1.81 -2.39 -2.25
C 0.62 0.25 3.66
H -0.13 0.91 4.13
H 1.49 0.87 3.41
H 0.94 -0.48 4.41
*
```